No. 1
Computed, not measured: a molecular structure, C32H18I2N5O3S2Ta, with ωB97M-V/def2-TZVPD.

Positions of all 63 atoms, in Å:
Ta 0.009364 -0.962393 0.266042
O -0.135582 5.123731 -3.248567
C 0.238522 5.066148 -2.074906
O 0.612877 5.875906 -1.222335
C 0.203069 3.603193 -1.516074
C 0.579690 3.347231 -0.201909
C 0.460151 2.066793 0.284307
N 0.002290 1.059395 -0.488248
C -0.339839 1.294713 -1.770840
C -0.252858 2.559254 -2.309156
C -0.805008 0.105422 -2.501901
C -1.224293 0.141796 -3.819289
C -1.614263 -1.033319 -4.438890
C -1.571406 -2.222456 -3.725215
C -1.152585 -2.194656 -2.413544
N -0.783927 -1.052521 -1.801433
C 0.713741 1.668881 1.674026
C 1.078071 2.555267 2.672361
C 1.205456 2.096196 3.970790
C 0.955701 0.756452 4.248140
C 0.619456 -0.080073 3.212225
N 0.510835 0.355072 1.938400
H 0.924352 4.198759 0.373812
H -0.530361 2.816087 -3.324868
H -1.239019 1.080034 -4.353925
H -1.941810 -1.021568 -5.469777
H -1.856538 -3.163241 -4.173124
H -1.105920 -3.099861 -1.825836
H 1.243297 3.595205 2.431531
H 1.483957 2.777899 4.763323
H 1.023331 0.364016 5.252267
H 0.421626 -1.125898 3.390522
I 4.149686 -0.199604 -2.696180
C 3.978143 -1.496258 -1.100517
C 5.077175 -2.286084 -0.676206
C 4.981209 -3.143017 0.386700
I 6.642443 -4.264225 0.931279
C 3.751384 -3.257082 1.109740
C 3.511529 -4.089992 2.210740
C 2.266888 -4.089351 2.806478
C 1.265022 -3.264463 2.315804
N 1.438844 -2.447111 1.270113
C 2.675707 -2.460364 0.677876
C 2.798255 -1.607880 -0.421196
O 1.664738 -0.923610 -0.696390
H 6.009770 -2.199705 -1.216521
H 4.300474 -4.729368 2.585708
H 2.052984 -4.725741 3.652757
H 0.289646 -3.268493 2.784161
S -1.468973 -2.778774 0.940188
C -2.652380 -1.514990 0.691533
N -2.130931 -0.313371 0.599525
C -3.112627 0.644381 0.303393
C -2.954362 2.022222 0.162914
C -4.069825 2.784694 -0.118336
C -5.336962 2.204534 -0.245499
C -5.513885 0.845370 -0.087410
C -4.386801 0.075959 0.181819
S -4.321185 -1.648294 0.437455
H -1.993289 2.498826 0.282480
H -3.960756 3.854338 -0.236716
H -6.190823 2.830963 -0.462909
H -6.493473 0.395028 -0.170693

Cartesian forces (eV/Å) of the 2 atoms listed first:
Ta 0.11 -0.05 0.01
O 0.00 0.01 -0.01

- Total charge: +2
- E: -86482.9284 eV
- Strongest force on any atom: 0.12 eV/A
- Orbital gap: 4.9 eV

=====

No. 2
Computed, not measured: 13 unconnected molecules or ions with the total composition H26O13 at a distorted geometry, with ωB97M-V/def2-TZVPD.

Positions of all 39 atoms, in Å:
O -1.363642 2.466149 1.004153
H -1.402687 2.632271 0.064445
H -2.244506 2.446581 1.385423
O 1.910061 -1.375937 -2.521094
H 2.146877 -1.526684 -1.627542
H 2.738292 -0.991984 -2.739417
O 2.660375 1.197151 1.777969
H 2.243135 1.452699 0.966110
H 1.906503 1.144404 2.308061
O -0.936330 2.395773 -1.880384
H -0.142671 2.135245 -2.326504
H -1.643944 1.874850 -2.254296
O -1.857914 -0.819290 2.163358
H -1.592339 -1.496371 2.776632
H -1.151184 -0.862699 1.545002
O 2.643050 -1.342991 0.160041
H 2.657866 -1.605678 1.053768
H 3.578843 -1.377116 0.098635
O 0.176852 1.244860 3.140415
H -0.164765 0.616769 3.776361
H -0.539711 1.283165 2.532528
O -0.966904 -0.399661 -3.047090
H -1.178208 -1.278339 -2.768208
H -0.014752 -0.311399 -2.877568
O -2.616634 0.289046 -0.854966
H -2.250742 0.062865 -1.740490
H -1.937252 0.521135 -0.173802
O 0.157526 -2.946429 2.239167
H 0.155524 -2.964307 1.274132
H -0.725564 -3.031226 2.588092
O -2.099436 -2.567460 -1.482029
H -2.926432 -3.010991 -1.321073
H -2.048984 -1.882045 -0.833749
O 2.069616 2.632114 -0.595079
H 1.806117 2.361165 -1.450565
H 1.583860 3.412345 -0.438176
O 0.149928 -0.315187 -0.023530
H 0.992238 -0.653592 0.295490
H 0.227937 0.590797 -0.194219

Cartesian forces (eV/Å) of the 2 atoms listed first:
O 0.48 -0.33 0.88
H -0.33 0.12 -0.64

- Total charge: 0
- E: -27039.8352 eV
- Strongest force on any atom: 2.94 eV/A
- Orbital gap: 10.4 eV
- Relative energy (zero: lowest compared OMol25 entry of this formula, charge and spin): 2.112 eV

=====

No. 3
Computed, not measured: 2 unconnected molecules or ions with the total composition C2H8N4 at a distorted geometry, with ωB97M-V/def2-TZVPD.

Positions of all 14 atoms, in Å:
C -1.396839 -0.073995 0.263000
C 1.915884 -0.351960 0.105096
N -2.551609 0.524155 0.115177
N 0.709099 -0.876677 -0.025235
N 2.077632 0.928685 0.145968
N -0.298850 -0.108856 -0.482812
H -1.257071 -0.526077 1.281854
H 2.867844 -1.007650 0.347555
H -3.287813 0.354837 0.762965
H -2.904618 0.829981 -0.856515
H 0.298194 -2.762949 -0.578523
H 2.834807 1.352658 0.607568
H 1.316782 1.614342 -0.203329
H -0.323436 0.103500 -1.482764

Cartesian forces (eV/Å) of the 2 atoms listed first:
C -1.12 0.10 3.12
C 2.33 -1.28 1.06

- Total charge: +2
- E: -8141.4028 eV
- Strongest force on any atom: 4.12 eV/A
- Orbital gap (alpha / beta): 7.8 / 9.6 eV
- Relative energy (zero: lowest compared OMol25 entry of this formula, charge and spin): 5.265 eV

=====

No. 4
Computed, not measured: 8 unconnected molecules or ions with the total composition C59H77B2IN2O19 at a distorted geometry, with ωB97M-V/def2-TZVPD.

Positions of all 160 atoms, in Å:
C -3.236082 -2.258854 -2.498078
O -1.937100 -1.741878 -2.745517
C -1.257003 -1.318316 -1.560086
C -1.910016 -0.147417 -0.849338
C -2.550408 -0.315201 0.360800
C -2.678299 -1.667317 1.031290
C -4.104541 -2.194646 1.112668
C -4.449307 -3.077521 2.107662
C -5.713263 -3.550941 2.231387
C -6.710888 -3.183825 1.362607
C -6.374092 -2.295710 0.380691
C -5.102309 -1.817064 0.258218
C -3.091457 0.784081 1.004913
C -3.743456 0.630101 2.366069
C -2.766090 1.297750 3.397898
C -1.668530 0.287121 3.781411
I -3.790992 2.091379 5.101069
C -3.029997 2.019196 0.416186
C -2.404462 2.198606 -0.815587
C -1.834015 1.107870 -1.418957
B -1.048382 1.207575 -2.805813
N -1.651482 1.450941 -4.077022
O 0.327586 1.074497 -2.724690
C -2.387354 3.566458 -1.403251
O -2.383756 3.811339 -2.593406
C -2.404989 4.709696 -0.428644
B -1.730476 6.056397 -0.939901
O -2.552928 6.941244 -1.575325
N -0.308380 6.395670 -0.822342
C 0.090297 6.768869 0.527871
C 0.570163 5.368362 -1.400525
C -2.990286 4.562282 0.754844
C -3.101213 5.623304 1.815012
C -4.493958 6.232366 1.815520
C -5.143649 6.520962 2.985146
C -6.404104 7.033762 3.008620
C -7.064774 7.284011 1.837162
C -6.433795 7.002259 0.655203
C -5.172498 6.489948 0.649034
C -3.625744 3.233802 1.069607
O -4.595235 3.226974 1.799798
H -3.925123 -1.412936 -2.551962
H -3.513417 -2.942080 -3.303445
H -3.335888 -2.818165 -1.564774
H -1.228430 -2.184816 -0.898258
H -0.219674 -1.113069 -1.808317
H -2.104865 -2.445888 0.537923
H -2.326444 -1.624051 2.059648
H -3.700080 -3.381752 2.829971
H -5.987124 -4.232920 3.027063
H -7.715480 -3.564274 1.458397
H -7.148131 -1.975633 -0.304920
H -4.931805 -1.101130 -0.531866
H -4.729241 1.075467 2.400112
H -3.832588 -0.409589 2.659417
H -2.253367 2.096272 2.868749
H -1.229658 0.486943 4.755951
H -2.034172 -0.736939 3.822376
H -0.899552 0.374752 3.011107
H -2.660480 1.445816 -4.050384
H -1.295089 0.828333 -4.790682
H 0.681219 0.605870 -3.488583
H -1.994453 7.385336 -2.227180
H 1.076796 7.238306 0.477021
H -0.579118 7.532264 0.927532
H 0.144930 5.925321 1.230742
H 0.005636 4.798337 -2.139780
H 1.040617 4.735792 -0.640713
H 1.383229 5.845898 -1.956792
H -2.303470 6.361441 1.781508
H -3.008695 5.101986 2.774001
H -4.638695 6.331941 3.926170
H -6.924754 7.234101 3.934820
H -8.064003 7.694651 1.822113
H -6.960152 7.172969 -0.274649
H -4.661818 6.231506 -0.268435
O 2.955597 -0.420527 -4.940931
C 2.907255 0.491570 -5.716500
C 2.275478 0.456394 -7.094533
C 2.852443 1.709841 -7.744311
C 3.073153 2.614313 -6.543107
O 3.386281 1.727345 -5.449616
H 1.191024 0.513129 -6.987141
H 2.557390 -0.447149 -7.627286
H 2.209860 2.151826 -8.503063
H 3.809683 1.473951 -8.211577
H 2.178325 3.182721 -6.281442
H 3.899225 3.305532 -6.690580
O -3.069753 -4.686155 -0.331526
C -3.734577 -5.682610 -0.319859
C -4.524507 -6.258667 -1.475754
C -5.445955 -7.250355 -0.775732
C -4.622047 -7.652405 0.438710
O -3.846359 -6.483263 0.768631
H -3.834039 -6.754004 -2.160267
H -5.077283 -5.479109 -1.993066
H -5.739937 -8.095984 -1.394278
H -6.353582 -6.738348 -0.452678
H -3.935577 -8.475125 0.227771
H -5.247265 -7.923714 1.286969
O -3.366764 -3.627798 5.770546
C -3.135851 -4.620380 5.145095
C -1.822634 -5.371269 5.077523
C -2.022300 -6.265113 3.854901
C -3.524629 -6.473067 3.858625
O -4.073653 -5.259611 4.405387
H -1.699783 -5.949948 5.993702
H -0.994442 -4.687746 4.951984
H -1.459115 -7.195975 3.887782
H -1.725438 -5.725234 2.953134
H -3.826094 -7.309480 4.495736
H -3.919168 -6.627986 2.862425
O 3.554734 -4.027002 3.743588
C 3.379359 -3.136551 2.962556
C 2.713811 -3.240961 1.601207
C 3.133565 -1.933978 0.936900
C 3.290768 -1.007566 2.132283
O 3.726891 -1.859672 3.211773
H 1.632232 -3.301685 1.740906
H 3.074534 -4.111065 1.059616
H 2.425856 -1.563514 0.197259
H 4.096572 -2.068486 0.441370
H 2.351103 -0.535754 2.419258
H 4.031309 -0.233105 1.962548
O 8.994177 2.200598 -4.508813
C 8.010025 1.623244 -4.143660
C 7.855803 0.797391 -2.881908
C 6.575942 0.015761 -3.160254
C 5.817207 0.962203 -4.077421
O 6.838096 1.662965 -4.820427
H 7.746880 1.470795 -2.030122
H 8.704907 0.143470 -2.741290
H 6.018694 -0.254159 -2.265874
H 6.818625 -0.904867 -3.693826
H 5.226099 1.694059 -3.525546
H 5.172296 0.435992 -4.760727
O 9.315102 -1.803669 -1.820395
C 10.059446 -2.140357 -2.693836
C 11.572229 -2.042558 -2.689317
C 11.912779 -2.230539 -4.165248
C 10.763291 -3.102538 -4.647109
O 9.633998 -2.714887 -3.844201
H 11.974273 -2.845250 -2.069493
H 11.896474 -1.076211 -2.314020
H 12.891390 -2.672626 -4.342013
H 11.883838 -1.265665 -4.673479
H 10.952297 -4.166417 -4.487818
H 10.530974 -2.940852 -5.696928
O 3.159778 1.791748 3.271079
C 2.751185 1.776133 4.398538
C 3.429643 2.375575 5.614640
C 2.671021 1.722446 6.766505
C 1.300987 1.482450 6.149393
O 1.554030 1.238699 4.753547
H 3.290638 3.457571 5.597002
H 4.487550 2.129991 5.626123
H 2.634117 2.325583 7.671580
H 3.136574 0.768431 7.017783
H 0.645429 2.351879 6.236305
H 0.799110 0.619162 6.580206

Cartesian forces (eV/Å) of the 2 atoms listed first:
C -0.15 0.42 -0.40
O 0.56 0.00 0.02

- Total charge: 0
- Structure (SMILES): COCc1c(Cc2ccccc2)c(C[C@H](C)I)c2c(c1B(N)O)C(=O)C(B(O)N(C)C)=C(Cc1ccccc1)C2=O.O=C1CCCO1.O=C1CCCO1.O=C1CCCO1.O=C1CCCO1.O=C1CCCO1.O=C1CCCO1.O=C1CCCO1
- E: -113773.5876 eV
- Strongest force on any atom: 2.20 eV/A
- Orbital gap: 8.0 eV